[1]
{"formula": "C4H5N2O3S2", "method": "ωB97M-V/def2-TZVPD", "elements": ["C", "C", "C", "C", "N", "N", "O", "O", "O", "S", "S", "H", "H", "H", "H", "H"], "coordinates": [[-2.438, 1.574, -0.333], [-0.757, 0.402, 0.533], [-0.024, 0.935, -0.554], [-0.120, -0.413, 1.583], [-2.055, 0.737, 0.549], [0.790, -1.824, -1.221], [2.633, -0.976, 0.263], [1.200, 0.797, -0.948], [2.741, -0.821, -2.225], [-1.194, 1.907, -1.590], [1.986, -0.890, -1.029], [-3.298, 2.163, -0.564], [0.772, -0.631, 1.204], [-0.070, 0.265, 2.576], [-0.681, -1.282, 1.967], [0.515, -1.944, -0.214]], "e_homo_ev": [-1.42, -5.68], "multiplicity": 3, "orbital_gap_ev": [4.6434, 7.3262], "charge": -1}

=====

[2]
{"formula": "C44H34N4O2PRhS2Se", "method": "ωB97M-V/def2-TZVPD", "elements": ["Rh", "S", "C", "C", "C", "C", "C", "C", "N", "C", "C", "C", "C", "C", "C", "C", "C", "N", "C", "C", "C", "C", "C", "S", "C", "H", "H", "H", "H", "H", "H", "H", "H", "H", "H", "H", "H", "O", "C", "O", "C", "C", "C", "C", "C", "C", "P", "C", "C", "C", "C", "C", "C", "C", "C", "C", "C", "C", "C", "H", "H", "H", "H", "H", "H", "H", "H", "H", "H", "H", "H", "H", "H", "C", "N", "C", "C", "N", "C", "C", "Se", "H", "H", "H", "H", "H", "H", "H", "H"], "coordinates": [[0.427, 0.393, -0.393], [5.200, 3.580, -0.634], [6.369, 4.826, -0.662], [5.817, 6.034, -0.379], [4.419, 5.945, -0.132], [3.936, 4.675, -0.231], [2.547, 4.215, -0.071], [2.233, 2.853, -0.209], [1.015, 2.348, -0.105], [-0.008, 3.215, 0.118], [0.205, 4.585, 0.290], [-0.922, 5.449, 0.534], [-2.168, 4.950, 0.596], [-2.406, 3.544, 0.408], [-3.687, 2.986, 0.454], [-3.866, 1.645, 0.222], [-2.718, 0.885, -0.061], [-1.491, 1.368, -0.083], [-1.333, 2.691, 0.161], [-5.205, 1.035, 0.269], [-6.395, 1.682, 0.428], [-7.516, 0.807, 0.450], [-7.149, -0.493, 0.310], [-5.459, -0.658, 0.146], [1.511, 5.071, 0.205], [7.397, 4.599, -0.890], [6.379, 6.955, -0.350], [3.810, 6.803, 0.117], [3.017, 2.160, -0.432], [-0.741, 6.509, 0.656], [-3.017, 5.598, 0.770], [-4.529, 3.628, 0.680], [-2.817, -0.152, -0.286], [-6.489, 2.755, 0.521], [-8.539, 1.132, 0.560], [-7.784, -1.364, 0.287], [1.686, 6.131, 0.343], [-2.558, -2.003, -1.237], [-1.605, -2.498, -0.765], [-0.412, -1.722, -0.528], [-1.432, -3.872, -0.322], [-2.367, -4.885, -0.428], [-2.023, -6.124, 0.094], [-0.785, -6.318, 0.709], [0.139, -5.283, 0.804], [-0.213, -4.053, 0.266], [0.827, -2.619, -0.071], [1.598, -3.103, -1.615], [1.138, -2.622, -2.836], [1.717, -3.070, -4.009], [2.752, -3.997, -3.968], [3.189, -4.502, -2.751], [2.612, -4.062, -1.570], [1.915, -2.700, 1.302], [1.334, -2.866, 2.570], [2.152, -2.946, 3.681], [3.529, -2.844, 3.529], [4.097, -2.649, 2.272], [3.292, -2.530, 1.156], [-3.325, -4.702, -0.896], [-2.721, -6.947, 0.027], [-0.536, -7.291, 1.111], [1.103, -5.449, 1.267], [0.327, -1.905, -2.883], [1.361, -2.691, -4.957], [3.208, -4.338, -4.888], [3.972, -5.248, -2.717], [2.942, -4.487, -0.631], [0.262, -2.966, 2.678], [1.719, -3.096, 4.660], [4.168, -2.913, 4.400], [5.171, -2.589, 2.167], [3.720, -2.401, 0.176], [5.503, -0.255, -2.490], [5.266, 0.102, -1.094], [6.251, 0.336, -0.148], [5.622, 0.617, 1.005], [4.257, 0.555, 0.760], [3.274, 0.719, 1.830], [4.043, 0.237, -0.538], [2.493, 0.118, -1.606], [6.577, -0.275, -2.656], [5.046, 0.481, -3.147], [5.075, -1.234, -2.699], [7.298, 0.300, -0.390], [6.012, 0.879, 1.972], [3.382, -0.084, 2.554], [2.272, 0.684, 1.405], [3.437, 1.677, 2.323]], "de_lowest_ev": 1.879, "e_homo_ev": -12.14, "orbital_gap_ev": 6.2469, "charge": 2}

=====

[3]
{"formula": "C24H21ClN4O5PdS", "method": "ωB97M-V/def2-TZVPD", "elements": ["Pd", "O", "C", "C", "C", "C", "C", "C", "C", "O", "N", "N", "C", "C", "C", "C", "C", "C", "C", "O", "H", "H", "H", "H", "H", "H", "H", "H", "H", "H", "C", "O", "C", "O", "H", "H", "H", "Cl", "C", "H", "H", "N", "C", "N", "C", "C", "C", "C", "C", "C", "S", "H", "H", "H", "H", "H", "H"], "coordinates": [[0.033, -0.886, -0.276], [-2.751, 3.269, 2.094], [-1.482, 3.665, 2.239], [-1.266, 4.828, 2.982], [0.010, 5.302, 3.187], [1.115, 4.633, 2.659], [0.916, 3.486, 1.925], [-0.372, 2.980, 1.699], [-0.499, 1.750, 0.918], [0.514, 1.155, 0.458], [-1.761, 1.274, 0.720], [-1.798, 0.135, 0.062], [-3.109, -0.337, -0.102], [-3.549, -1.060, -1.204], [-4.794, -1.753, -1.114], [-5.245, -2.575, -2.115], [-4.491, -2.750, -3.277], [-3.298, -2.053, -3.425], [-2.847, -1.226, -2.428], [-1.726, -0.418, -2.712], [-2.757, 2.435, 1.565], [-2.130, 5.336, 3.388], [0.155, 6.204, 3.767], [2.115, 5.011, 2.820], [1.750, 2.941, 1.503], [-3.739, -0.249, 0.777], [-5.369, -1.632, -0.205], [-6.188, -3.093, -1.999], [-4.838, -3.400, -4.067], [-2.717, -2.140, -4.335], [1.462, -0.600, -3.933], [0.345, -0.100, -3.192], [-0.543, -0.990, -2.746], [-0.307, -2.159, -2.466], [2.160, 0.228, -4.008], [1.124, -0.898, -4.926], [1.931, -1.437, -3.426], [-0.925, -2.154, 2.551], [-0.669, -2.660, 0.900], [-1.604, -2.955, 0.436], [0.156, -3.360, 0.836], [2.488, -3.063, -1.623], [2.985, -2.175, -0.733], [2.240, -1.526, 0.109], [3.021, -0.784, 0.995], [2.543, -0.062, 2.086], [3.450, 0.618, 2.875], [4.818, 0.580, 2.602], [5.310, -0.161, 1.545], [4.398, -0.846, 0.754], [4.708, -1.907, -0.600], [1.490, -3.051, -1.795], [3.083, -3.430, -2.344], [1.485, -0.046, 2.298], [3.091, 1.191, 3.720], [5.505, 1.125, 3.236], [6.371, -0.211, 1.346]], "de_lowest_ev": 0.000, "e_homo_ev": [-6.11, -8.20], "multiplicity": 5, "orbital_gap_ev": [6.3081, 6.5221]}

=====

[4]
{"formula": "C5H14NOS", "method": "ωB97M-V/def2-TZVPD", "elements": ["C", "C", "S", "C", "N", "C", "C", "H", "H", "H", "H", "H", "H", "H", "H", "H", "H", "H", "H", "H", "H", "O"], "coordinates": [[-0.077, -0.958, -0.810], [-0.596, -0.206, -1.982], [0.826, 0.018, -3.286], [-0.985, -0.641, 0.383], [-0.491, -0.135, 1.650], [-0.493, 1.495, 1.507], [-0.139, 1.893, 2.986], [1.017, -0.588, -0.704], [0.104, -2.038, -1.102], [-0.697, 0.856, -1.658], [-1.495, -0.684, -2.466], [-1.511, -1.578, 0.695], [-1.789, 0.043, 0.076], [0.481, -0.512, 1.836], [0.404, 1.711, 0.837], [-1.486, 1.818, 1.095], [-0.500, 1.035, 3.632], [0.875, 1.923, 3.213], [-0.739, 2.782, 3.336], [2.924, -1.570, -3.088], [1.726, -2.229, -3.181], [2.641, -2.435, -2.970]], "de_lowest_ev": 1.900, "e_homo_ev": [-9.08, -9.09], "multiplicity": 2, "orbital_gap_ev": [9.9390, 6.7152]}

=====

[5]
{"formula": "C4H13NO3", "method": "ωB97M-V/def2-TZVPD", "elements": ["C", "C", "C", "N", "C", "O", "H", "H", "H", "H", "H", "H", "H", "H", "H", "H", "H", "O", "H", "H", "O"], "coordinates": [[1.647, 1.250, -0.541], [0.423, 1.995, -0.070], [1.701, -0.288, -0.127], [0.488, -0.831, -0.704], [-0.209, -1.874, -0.050], [1.890, -0.451, 1.122], [1.769, 1.266, -1.643], [2.617, 1.643, -0.227], [0.425, 2.062, 1.039], [0.379, 3.043, -0.368], [-0.500, 1.493, -0.350], [0.595, -0.858, -1.713], [0.419, -2.764, -0.167], [-0.300, -1.638, 1.041], [-1.230, -2.058, -0.410], [2.592, -0.688, -0.667], [-3.320, -0.028, -0.658], [-2.366, 0.011, -0.540], [-2.861, -0.592, 2.298], [-2.135, -0.295, 0.850], [-2.021, -0.396, 1.885]], "de_lowest_ev": 8.066, "e_homo_ev": -8.17, "orbital_gap_ev": 3.9062}

=====

[6]
{"formula": "C4H13O3S2", "method": "ωB97M-V/def2-TZVPD", "elements": ["O", "H", "C", "S", "O", "C", "H", "H", "H", "H", "H", "H", "C", "S", "O", "C", "H", "H", "H", "H", "H", "H"], "coordinates": [[-0.540, -2.039, 1.575], [-0.534, -1.067, 1.869], [1.946, 0.482, 0.928], [1.698, -0.875, -0.159], [1.522, -0.285, -1.624], [3.350, -1.518, -0.046], [2.358, 1.252, 0.382], [2.546, 0.092, 1.754], [0.859, 0.713, 1.398], [3.127, -2.133, 1.018], [4.037, -0.601, 0.014], [3.334, -2.232, -0.927], [-2.253, 1.175, 0.759], [-2.645, -0.202, -0.462], [-4.147, -0.284, -0.610], [-2.105, 0.718, -1.957], [-1.734, 0.514, 1.414], [-3.174, 1.503, 1.039], [-1.689, 1.998, 0.260], [-2.585, 0.234, -2.627], [-1.007, 0.861, -2.195], [-2.363, 1.694, -1.803]], "de_lowest_ev": 1.065, "e_homo_ev": -2.79, "orbital_gap_ev": 5.8672, "charge": -1}

=====

[7]
{"formula": "C5H10NO2", "method": "ωB97M-V/def2-TZVPD", "elements": ["C", "N", "C", "O", "C", "C", "C", "O", "H", "H", "H", "H", "H", "H", "H", "H", "H", "H"], "coordinates": [[-0.210, -1.733, 1.763], [1.081, -1.744, 1.011], [1.159, -0.891, -0.174], [1.908, -1.515, -1.025], [0.497, 0.309, -0.006], [0.333, 0.991, -1.320], [-0.803, 2.067, -1.155], [-2.030, 1.447, -0.696], [-1.165, -1.353, 1.210], [-0.024, -1.173, 2.703], [-0.428, -2.699, 2.072], [1.757, -2.522, 1.099], [0.154, 0.845, 0.970], [1.133, 1.842, -1.451], [0.177, 0.315, -2.202], [-0.658, 2.695, -0.176], [-0.910, 2.601, -2.074], [-1.972, 0.518, -0.550]], "de_lowest_ev": 3.919, "e_homo_ev": -2.35, "orbital_gap_ev": 6.3040, "charge": -1}

=====

[8]
{"formula": "C50H138N10O15", "method": "ωB97M-V/def2-TZVPD", "elements": ["C", "O", "C", "C", "N", "C", "C", "O", "C", "H", "H", "H", "H", "H", "H", "H", "H", "H", "H", "H", "H", "H", "H", "H", "C", "C", "C", "O", "C", "N", "H", "H", "H", "H", "H", "H", "H", "H", "H", "H", "H", "C", "C", "C", "O", "C", "N", "H", "H", "H", "H", "H", "H", "H", "H", "H", "H", "H", "C", "C", "C", "O", "C", "N", "H", "H", "H", "H", "H", "H", "H", "H", "H", "H", "H", "C", "C", "C", "O", "C", "N", "H", "H", "H", "H", "H", "H", "H", "H", "H", "H", "H", "C", "C", "C", "O", "C", "N", "H", "H", "H", "H", "H", "H", "H", "H", "H", "H", "H", "C", "C", "C", "O", "C", "N", "H", "H", "H", "H", "H", "H", "H", "H", "H", "H", "H", "C", "C", "C", "O", "C", "N", "H", "H", "H", "H", "H", "H", "H", "H", "H", "H", "H", "C", "C", "C", "O", "C", "N", "H", "H", "H", "H", "H", "H", "H", "H", "H", "H", "H", "C", "C", "C", "O", "C", "N", "H", "H", "H", "H", "H", "H", "H", "H", "H", "H", "H", "C", "C", "O", "H", "H", "H", "H", "H", "H", "C", "C", "O", "H", "H", "H", "H", "H", "H", "C", "C", "O", "H", "H", "H", "H", "H", "H", "C", "C", "O", "H", "H", "H", "H", "H", "H"], "coordinates": [[-1.497, -2.476, 3.489], [-1.792, -1.602, 2.419], [-0.713, -1.045, 1.763], [-1.260, -0.038, 0.757], [-0.164, 0.841, 0.274], [-0.456, 1.331, -1.070], [0.751, 2.034, -1.769], [1.771, 1.040, -1.890], [3.026, 1.502, -2.244], [-0.801, -2.088, 4.234], [-1.095, -3.409, 3.094], [-2.386, -2.576, 4.113], [-0.067, -1.788, 1.293], [0.045, -0.541, 2.362], [-2.033, 0.539, 1.265], [-1.824, -0.600, 0.012], [0.682, 0.299, 0.372], [-1.390, 1.870, -0.911], [-0.788, 0.476, -1.660], [1.115, 2.885, -1.193], [0.345, 2.246, -2.758], [3.631, 1.625, -1.346], [2.868, 2.390, -2.857], [3.491, 0.762, -2.895], [-1.406, 2.249, -5.901], [-0.562, 1.348, -6.763], [-1.196, 0.222, -7.570], [-0.200, -0.797, -7.829], [-0.315, -1.640, -9.009], [-0.123, 2.331, -7.773], [-2.220, 2.749, -6.427], [-0.721, 2.889, -5.345], [-2.075, 1.646, -5.287], [0.325, 1.060, -6.198], [-1.634, 0.485, -8.533], [-2.093, -0.236, -7.153], [-0.637, -1.081, -9.888], [-0.980, -2.498, -8.918], [0.696, -2.014, -9.172], [-0.896, 2.904, -8.080], [0.178, 1.903, -8.637], [-4.850, -1.671, 2.629], [-6.159, -1.452, 1.868], [-6.155, -0.155, 1.044], [-6.012, 1.002, 1.879], [-5.674, 2.193, 1.247], [-6.629, -2.660, 1.195], [-5.069, -2.155, 3.581], [-4.549, -0.679, 2.965], [-4.114, -2.247, 2.068], [-6.929, -1.238, 2.609], [-7.057, -0.251, 0.438], [-5.321, -0.285, 0.354], [-6.447, 2.614, 0.604], [-4.762, 2.118, 0.655], [-5.483, 3.000, 1.955], [-6.877, -3.352, 1.887], [-7.473, -2.450, 0.683], [-4.619, 4.581, -4.313], [-3.880, 5.158, -3.016], [-2.617, 4.409, -2.572], [-2.117, 5.003, -1.425], [-2.500, 4.472, -0.255], [-3.514, 6.550, -3.361], [-5.361, 5.323, -4.605], [-5.172, 3.667, -4.094], [-3.963, 4.553, -5.183], [-4.715, 5.109, -2.318], [-1.904, 4.471, -3.394], [-2.750, 3.334, -2.456], [-2.290, 5.100, 0.610], [-1.896, 3.564, -0.242], [-3.562, 4.260, -0.379], [-3.430, 6.555, -4.368], [-2.573, 6.777, -3.072], [3.079, -1.226, -5.925], [3.931, -0.117, -6.545], [3.140, 1.159, -6.655], [4.007, 2.309, -6.735], [3.091, 3.489, -6.903], [5.154, 0.221, -5.896], [3.728, -2.094, -5.807], [2.138, -1.463, -6.422], [2.817, -0.819, -4.949], [4.221, -0.574, -7.491], [2.583, 1.350, -5.737], [2.422, 1.100, -7.472], [3.558, 4.339, -6.406], [2.039, 3.336, -6.661], [3.109, 3.799, -7.947], [5.528, 0.982, -6.445], [4.830, 0.614, -5.024], [-4.236, -3.615, 6.612], [-2.857, -4.193, 6.682], [-2.395, -5.189, 5.535], [-2.671, -6.514, 5.936], [-2.566, -7.554, 4.934], [-1.814, -3.191, 6.886], [-4.380, -3.429, 5.548], [-4.331, -2.714, 7.218], [-4.988, -4.350, 6.901], [-2.837, -4.941, 7.474], [-1.396, -4.996, 5.144], [-2.998, -4.945, 4.661], [-3.078, -7.431, 3.980], [-3.000, -8.428, 5.422], [-1.522, -7.704, 4.659], [-2.068, -2.928, 7.827], [-0.914, -3.649, 6.883], [-2.441, -3.906, -1.255], [-3.601, -2.960, -1.166], [-4.017, -2.125, -2.459], [-2.852, -1.298, -2.719], [-2.838, -0.630, -4.000], [-4.706, -3.700, -0.686], [-2.196, -4.512, -0.383], [-1.578, -3.338, -1.601], [-2.582, -4.689, -2.000], [-3.457, -2.242, -0.358], [-4.846, -1.485, -2.159], [-4.308, -2.820, -3.247], [-3.680, 0.062, -4.005], [-2.873, -1.375, -4.795], [-1.980, -0.001, -4.235], [-4.325, -4.155, 0.131], [-5.277, -3.065, -0.145], [1.055, -2.090, -1.448], [2.047, -2.148, -0.432], [3.263, -2.829, -1.008], [2.970, -3.840, -2.000], [4.081, -4.147, -2.832], [2.443, -0.829, 0.152], [0.095, -1.692, -1.118], [0.837, -3.062, -1.891], [1.406, -1.397, -2.213], [1.684, -2.732, 0.413], [3.749, -3.234, -0.121], [4.012, -2.080, -1.263], [4.369, -3.191, -3.270], [3.866, -4.771, -3.699], [5.006, -4.496, -2.374], [3.358, -0.804, 0.578], [2.488, -0.115, -0.560], [1.424, 5.514, 5.807], [1.819, 5.759, 4.324], [1.165, 4.669, 3.334], [1.758, 3.423, 3.568], [1.269, 2.350, 2.640], [1.400, 7.008, 3.810], [1.762, 4.531, 6.134], [0.348, 5.439, 5.962], [1.728, 6.352, 6.435], [2.894, 5.648, 4.186], [1.450, 4.913, 2.310], [0.097, 4.773, 3.522], [0.216, 2.144, 2.835], [1.723, 1.376, 2.825], [1.384, 2.653, 1.600], [0.709, 7.547, 4.311], [1.202, 6.939, 2.822], [1.906, -5.253, 3.455], [2.190, -4.312, 4.600], [2.919, -3.057, 4.211], [4.287, -3.484, 3.969], [5.226, -2.445, 3.724], [0.876, -3.990, 5.101], [1.446, -6.197, 3.747], [2.739, -5.433, 2.774], [1.265, -4.869, 2.661], [2.648, -4.793, 5.465], [2.869, -2.233, 4.923], [2.481, -2.601, 3.323], [5.527, -1.980, 4.662], [4.743, -1.778, 3.009], [6.115, -2.896, 3.283], [0.852, -3.139, 5.644], [0.341, -3.714, 4.290], [6.213, 0.659, 0.543], [7.075, -0.582, 0.526], [6.402, -1.619, -0.273], [6.032, 1.152, -0.412], [6.633, 1.503, 1.090], [5.261, 0.368, 0.988], [7.165, -0.841, 1.581], [8.072, -0.338, 0.161], [7.061, -2.089, -0.790], [6.189, 4.648, -3.641], [6.271, 3.185, -4.123], [7.630, 2.784, -3.958], [5.166, 4.993, -3.491], [6.754, 5.435, -4.140], [6.653, 4.728, -2.658], [6.005, 3.094, -5.176], [5.632, 2.491, -3.576], [7.858, 1.859, -4.079], [0.869, 0.709, 5.591], [0.657, -0.083, 6.835], [0.402, -1.454, 6.570], [1.658, 0.172, 5.064], [1.021, 1.748, 5.881], [0.145, 0.552, 4.791], [-0.082, 0.225, 7.576], [1.644, -0.274, 7.256], [-0.546, -1.609, 6.565], [-2.347, 1.529, 4.283], [-3.027, 1.358, 5.565], [-3.751, 2.539, 5.909], [-1.629, 2.348, 4.322], [-2.962, 1.832, 3.435], [-1.756, 0.693, 3.908], [-2.376, 1.246, 6.432], [-3.766, 0.556, 5.584], [-4.673, 2.274, 5.893]], "e_homo_ev": -8.46, "orbital_gap_ev": 8.8540}

=====

no.,calculated total energy (hartree)
1,-1286.9239
2,-5715.9061
3,-2508.5497
4,-726.9579
5,-440.4188
6,-1182.1222
7,-401.6828
8,-3663.4508